Entry 1:
Molecular formula: C30H55BrF12O10Si3
Method: DFT, ωB97M-V/def2-TZVPD

```
111
Properties=species:S:1:pos:R:3:forces:R:3:mulliken_charge:R:1
C 4.278 -2.033 4.142 -0.1373 -0.0376 0.1941 -0.3809
O 4.839 -1.618 2.924 0.0091 -0.0954 -0.0490 -0.4143
C 4.141 -0.522 2.349 -0.0247 0.0402 -0.0364 -0.1226
C 4.422 -0.483 0.850 -0.0207 -0.0733 0.0778 -1.0872
C 3.350 -1.119 -0.045 0.2979 -0.0965 -0.1739 0.3250
C 2.888 -2.513 0.415 -0.1202 -0.0405 0.0096 -1.1834
C 1.370 -2.674 0.646 0.0815 0.0493 -0.0352 -0.5504
C 0.646 -1.467 1.282 -0.1388 0.0048 -0.1023 -0.0764
Si -0.339 -1.918 2.807 -0.0851 -0.1586 0.1730 0.2221
O -1.404 -0.690 3.204 0.3947 0.0398 -0.1381 -0.2691
Si -1.238 0.917 2.872 -0.2035 0.0861 0.1229 0.3812
C -2.152 1.857 4.186 -0.1711 0.0382 -0.0994 -1.1582
C -1.973 1.343 1.193 -0.0468 0.1927 0.0916 -0.8107
C -3.482 1.173 1.134 0.1011 -0.0897 0.0514 -0.2050
C -3.959 -0.260 1.370 0.1764 -0.0549 -0.0199 -0.8541
Br -4.146 1.800 -0.619 0.0210 0.0852 -0.0669 -0.2082
Si -1.610 -3.895 2.655 0.0045 0.0375 -0.0276 0.5882
C -0.765 -5.159 3.752 0.0899 0.1322 0.0501 -1.1793
C -3.345 -3.498 3.267 0.0117 0.1346 -0.0528 -1.1091
C -1.723 -4.492 0.875 0.1115 0.1735 -0.1000 -1.1742
H 4.176 -1.202 4.853 0.0411 0.0052 -0.0179 0.3194
H 3.283 -2.478 4.003 0.0050 0.0830 -0.0639 0.0717
H 4.929 -2.788 4.577 0.0227 -0.0004 -0.0550 0.1633
H 3.069 -0.634 2.557 0.0328 0.0272 -0.0398 -0.0050
H 4.470 0.405 2.837 -0.0167 -0.0141 0.0120 0.4961
H 5.364 -1.018 0.704 0.0419 0.0992 0.0222 0.3549
H 4.587 0.551 0.537 -0.0015 -0.0279 -0.0334 0.3992
H 3.794 -1.205 -1.042 -0.1303 0.0614 -0.0340 0.5060
H 2.506 -0.441 -0.158 0.0103 -0.0919 0.0699 -0.3718
H 3.163 -3.252 -0.342 0.0902 -0.0095 0.0755 0.3385
H 3.434 -2.803 1.316 -0.0765 0.0874 0.0232 0.4335
H 0.890 -2.892 -0.311 -0.0008 0.0102 0.0201 0.3882
H 1.230 -3.580 1.250 -0.0131 0.0144 -0.0163 0.1043
H -0.029 -1.008 0.552 0.0489 -0.0274 -0.0096 0.3156
H 1.348 -0.676 1.553 -0.0470 -0.0195 0.0086 0.0713
H 0.648 -2.023 3.927 -0.0298 -0.0652 -0.0074 -0.2852
H 0.196 1.310 2.881 -0.0037 -0.0715 -0.0722 -0.2272
H -3.193 1.521 4.214 0.0380 -0.0005 0.0837 0.3238
H -1.715 1.699 5.173 -0.0064 0.0304 -0.0105 0.3547
H -2.162 2.928 3.966 0.0585 -0.0127 0.0738 0.3154
H -1.498 0.789 0.379 0.0213 -0.0459 0.0634 0.4217
H -1.721 2.400 1.040 0.0005 -0.0475 -0.0922 0.5101
H -3.953 1.855 1.838 -0.1051 -0.0003 -0.0854 0.4259
H -4.210 -0.407 2.423 0.0141 0.0088 -0.0149 0.2365
H -4.823 -0.508 0.760 -0.0800 0.0406 0.1088 0.5168
H -3.161 -0.969 1.137 -0.0569 0.0251 -0.1043 0.0583
H 0.243 -5.355 3.375 -0.0456 -0.0961 0.0145 0.3274
H -0.649 -4.735 4.754 -0.0361 -0.1013 0.0135 0.3006
H -1.309 -6.101 3.830 0.0192 0.0025 -0.0245 0.3642
H -3.789 -4.334 3.810 -0.0057 0.0053 -0.0328 0.4068
H -3.980 -3.265 2.408 -0.0331 -0.0313 0.0560 0.2943
H -3.345 -2.617 3.911 -0.0123 -0.0737 0.0631 0.2619
H -1.779 -3.626 0.207 -0.0748 -0.0628 -0.0124 0.3204
H -2.614 -5.100 0.703 0.0467 -0.0542 0.0389 0.4357
H -0.839 -5.058 0.576 -0.0457 -0.0456 0.0234 0.3234
C -0.097 1.650 -5.689 0.0073 0.0776 0.0726 -0.5095
C 1.389 1.602 -5.430 0.0136 -0.0881 -0.2005 -0.4814
O 1.702 2.188 -4.142 0.0520 0.0208 -0.0264 -0.3038
C 1.545 1.412 -3.090 0.0337 0.0981 0.1708 0.3750
O 1.208 0.266 -3.055 -0.0377 -0.0660 -0.0531 -0.5446
C 1.911 2.201 -1.808 -0.0178 -0.1076 -0.1062 0.8463
F 1.371 3.422 -1.805 0.0257 -0.0345 0.0471 -0.2516
F 3.244 2.327 -1.718 -0.0474 0.0228 0.0271 -0.2934
F 1.481 1.544 -0.732 -0.0511 0.1531 0.0389 -0.1722
H -0.454 2.674 -5.600 -0.0077 0.0154 -0.0572 0.0424
H -0.310 1.293 -6.695 0.0531 0.0179 0.0659 0.1038
H -0.639 1.032 -4.974 0.0040 -0.0436 -0.0385 0.4179
H 1.942 2.210 -6.142 -0.0078 0.0522 0.0413 0.3705
H 1.780 0.586 -5.464 -0.0223 -0.0069 0.0994 0.3489
C 6.995 -2.761 6.584 0.0672 -0.1140 0.1185 -1.0185
C 6.965 -1.507 7.424 -0.0250 0.1186 -0.1801 -0.2138
O 6.910 -1.822 8.837 -0.0122 0.0048 0.0062 -0.3390
C 8.063 -2.113 9.411 -0.0413 -0.0229 0.1818 0.3304
O 9.145 -2.142 8.908 0.0494 -0.0081 -0.0625 -0.5067
C 7.840 -2.386 10.921 0.0310 0.0190 -0.1183 0.9107
F 6.779 -3.174 11.125 0.0581 0.0262 0.0244 -0.2459
F 7.629 -1.224 11.557 0.0039 -0.0753 0.0040 -0.2532
F 8.911 -2.970 11.448 -0.0842 0.0440 0.0035 -0.2375
H 6.138 -3.395 6.814 -0.0285 0.0269 -0.0475 0.2988
H 6.965 -2.493 5.529 0.0057 0.0098 -0.0096 0.2684
H 7.904 -3.334 6.766 0.0209 0.0420 -0.0006 0.3951
H 6.065 -0.925 7.244 -0.0233 -0.0277 0.0415 0.2974
H 7.833 -0.875 7.237 0.0353 -0.0389 0.0513 0.3318
C -5.902 7.139 -3.183 0.0242 -0.0506 -0.0887 -1.0973
C -4.787 6.497 -2.391 -0.0346 0.0889 0.1456 -0.2549
O -4.108 5.487 -3.174 -0.0342 -0.0314 0.0194 -0.2759
C -3.185 5.915 -4.014 0.0729 -0.1810 -0.0719 0.0951
O -2.827 7.038 -4.205 -0.0142 0.0832 0.0040 -0.5152
C -2.550 4.700 -4.737 -0.0622 0.1196 0.0539 1.1557
F -3.482 3.838 -5.152 0.0675 -0.0008 -0.0245 -0.2584
F -1.728 4.056 -3.894 -0.0234 0.0174 -0.0219 -0.2241
F -1.843 5.101 -5.789 -0.0189 -0.0544 0.0557 -0.2588
H -6.599 6.382 -3.541 -0.0195 0.0071 0.0283 0.2995
H -6.445 7.839 -2.547 -0.0049 0.0045 0.0052 0.3799
H -5.509 7.686 -4.039 0.0115 0.0199 0.0214 0.3110
H -5.165 5.955 -1.529 0.0024 -0.0378 -0.0263 0.3249
H -4.055 7.230 -2.055 0.0237 -0.0036 -0.0531 0.3274
C -6.506 0.068 -9.911 0.0927 0.0006 -0.0533 -1.0969
C -5.880 -0.281 -8.581 -0.1550 -0.0059 0.0711 -0.2125
O -4.454 -0.499 -8.716 -0.0070 -0.0122 0.0019 -0.3207
C -3.703 0.587 -8.727 0.1794 -0.0489 -0.0017 0.2904
O -4.053 1.724 -8.638 -0.0606 0.0540 -0.0118 -0.5064
C -2.209 0.186 -8.825 -0.1579 0.0517 0.0040 0.9981
F -2.008 -0.761 -9.745 0.0257 0.0384 0.0295 -0.2551
F -1.798 -0.287 -7.637 -0.0186 -0.0767 -0.0935 -0.2569
F -1.466 1.244 -9.133 0.0100 -0.0707 0.0097 -0.2469
H -6.294 -0.708 -10.648 -0.0318 -0.0140 0.0084 0.3024
H -7.586 0.150 -9.795 -0.0084 -0.0008 0.0013 0.3706
H -6.126 1.018 -10.285 -0.0174 0.0131 0.0239 0.3212
H -6.258 -1.223 -8.192 0.0372 -0.0206 -0.0220 0.3120
H -6.046 0.499 -7.839 0.0455 0.0263 -0.0218 0.3217
```
Positions in Å, forces in eV/Å.

Results
Molecular weight: 967.90 Da
Frontier orbital gap: 9.67 eV
Multiplicity: 1

***

Entry 2:
Molecular formula: C30H55MgO11
Method: DFT, ωB97M-V/def2-TZVPD

```
97
Properties=species:S:1:pos:R:3:forces:R:3:mulliken_charge:R:1
Mg -0.703 0.831 -5.853 0.0444 -0.5543 0.9501 0.9818
C -1.574 1.258 -0.293 -1.4131 0.0809 0.3330 -0.9176
C -0.688 0.394 -1.082 -0.2487 0.9530 -0.8399 -0.0938
O -0.579 0.775 -2.378 0.8793 0.0043 -0.5890 -0.3672
H -2.563 0.946 -0.629 -0.5213 0.5563 0.4514 0.2016
H -1.433 2.322 -0.483 0.0927 -0.1158 0.0865 0.3316
H -1.456 1.012 0.763 -0.1903 0.2129 0.0803 0.3338
H -1.061 -0.626 -0.995 0.3351 -0.8908 -0.0904 0.2789
H 0.277 0.424 -0.575 1.1510 -0.6270 -0.3953 0.2514
C -6.949 3.527 -2.025 -0.2868 1.1550 0.2020 -0.4687
C -7.754 2.616 -2.947 0.2983 -1.0802 0.5273 -0.4033
C -7.958 1.382 -2.058 -0.9993 0.0012 0.8603 -0.4844
O -7.289 1.627 -0.799 -0.0868 -1.9759 -0.4607 -0.4049
C -7.197 2.984 -0.615 0.7628 1.6068 -0.6144 -0.4247
H -7.307 4.555 -2.081 0.2013 0.1199 -0.1469 0.2996
H -5.872 3.534 -2.192 -0.0764 -0.1695 -0.3950 0.2328
H -7.212 2.271 -3.828 -0.1264 0.5553 -0.2041 0.2281
H -8.757 2.971 -3.186 0.3678 0.4321 -0.3114 0.2621
H -7.708 0.434 -2.535 0.7644 0.0121 0.4087 0.3178
H -9.014 1.262 -1.815 -0.2633 0.1071 -0.0231 0.2705
H -6.352 3.236 0.026 0.1248 -0.3281 0.1262 0.2996
H -8.043 3.496 -0.156 -0.6630 -0.4441 0.0304 0.2744
C 3.732 -3.480 -0.149 -1.1592 -0.0873 0.8750 -0.3202
C 4.972 -4.218 0.231 1.3032 0.3487 0.1641 -0.5758
C 4.695 -5.707 -0.029 2.0376 2.1820 -1.2093 -0.3912
O 3.363 -5.825 0.167 -4.1374 0.1766 0.6896 -0.4283
C 2.611 -4.529 0.132 1.9437 0.4893 -0.5632 -0.3906
H 3.770 -3.078 -1.162 -0.2258 -0.3751 -0.1734 0.1806
H 3.647 -2.623 0.519 -0.2725 0.1334 -0.0895 0.2562
H 5.170 -4.047 1.289 0.1428 -0.1093 0.0401 0.2665
H 5.754 -3.735 -0.354 0.6244 -0.6088 0.2133 0.3387
H 5.346 -6.360 0.554 -0.5473 -0.1371 0.4763 0.3135
H 4.965 -5.898 -1.068 -0.0311 -0.2833 -0.4557 0.2114
H 2.092 -4.302 1.063 0.3287 -0.6124 0.2884 0.2827
H 1.861 -4.397 -0.648 -0.0005 -1.1022 -0.2747 0.2617
C 4.450 0.825 6.973 1.7810 0.7427 0.6063 -0.6954
C 3.573 1.475 5.897 0.7855 -0.2468 1.5829 -0.4906
C 2.712 0.299 5.620 0.7897 -0.4035 -1.0662 -0.3889
O 2.540 -0.414 6.845 -1.9277 -0.6203 -0.9725 -0.4019
C 3.515 -0.072 7.779 0.6406 2.2323 -0.4099 -0.3337
H 4.935 1.627 7.529 -0.0892 -0.1342 0.5364 0.3385
H 5.294 0.207 6.666 -0.0980 0.0630 -0.9043 0.2878
H 4.132 1.904 5.066 -0.1816 -0.1830 -0.0338 0.3136
H 3.004 2.242 6.421 -0.0819 0.2994 -0.2412 0.2664
H 3.327 -0.341 4.988 -0.3314 -0.2986 -0.5521 0.2461
H 1.842 0.647 5.063 -0.7137 -0.7983 0.5995 0.3139
H 4.055 -0.922 8.197 -0.4449 -0.0660 0.1062 0.2781
H 3.060 0.601 8.506 -0.1258 -0.5832 0.7433 0.2663
C -2.897 6.349 2.886 0.8183 -1.3102 -1.4423 -0.4498
C -1.616 6.604 3.637 1.0167 -1.8606 -0.7661 -0.5249
C -2.040 7.530 4.672 -0.5801 0.9760 0.6862 -0.4032
O -3.105 8.242 4.046 0.3675 2.9512 3.0062 -0.4116
C -3.604 7.660 2.942 -0.7156 -0.8602 -1.5354 -0.4053
H -3.460 5.547 3.365 -0.1372 -0.0043 -0.2064 0.2931
H -2.625 6.116 1.857 -0.4278 -0.5744 -0.0683 0.2543
H -0.872 7.015 2.955 0.0239 0.3641 0.1105 0.2670
H -1.159 5.710 4.061 -0.0922 -0.1922 -0.0750 0.3220
H -1.189 8.148 4.959 -0.4406 0.6278 0.1458 0.2608
H -2.470 7.078 5.565 0.2695 -0.3400 0.1260 0.2783
H -3.440 8.320 2.090 0.2141 -0.1161 -0.4234 0.2836
H -4.676 7.463 2.960 -0.3169 0.3344 0.4413 0.2361
O 7.611 1.037 -1.127 0.2981 -0.0176 0.1551 -0.5314
C 6.735 1.378 -1.850 -0.4966 -0.0989 0.8801 0.4610
O 6.731 1.064 -3.180 1.8108 0.0030 1.2958 -0.3401
C 5.600 1.563 -3.783 -0.7985 -0.9199 -0.8818 -0.3211
C 5.005 2.545 -2.830 -1.7164 1.8814 -0.7513 -0.4686
C 5.412 2.144 -1.454 1.4640 -1.5788 -0.8137 -0.3022
H 4.959 0.689 -3.900 -0.5409 0.0203 -0.2618 0.1875
H 5.841 1.923 -4.783 0.0001 0.2872 0.1360 0.2981
H 3.927 2.480 -2.983 -0.1529 0.4634 0.1580 0.2776
H 5.322 3.559 -3.072 0.0252 0.0482 0.0048 0.2670
H 4.704 1.388 -1.116 0.1815 -0.0949 0.4524 0.1536
H 5.602 2.881 -0.673 -0.0769 -0.0031 -0.3674 0.3196
O 0.843 -2.641 -6.368 0.5482 -0.3799 -0.2067 -0.6839
C 1.831 -3.362 -6.335 -1.9066 1.2759 -1.3889 0.4503
O 2.722 -3.217 -5.419 0.4711 1.2638 2.6017 -0.2931
C 3.736 -4.175 -5.399 1.4369 -1.0152 -2.0123 -0.2665
C 3.529 -5.003 -6.688 -0.6996 -0.5529 -0.0376 -0.6302
C 2.226 -4.446 -7.272 0.1195 -0.9129 -0.0205 -0.2052
H 3.714 -4.814 -4.516 0.0574 0.5530 0.1397 0.2895
H 4.677 -3.675 -5.628 0.1220 0.1786 1.2300 0.2708
H 3.423 -6.061 -6.448 0.2308 0.0381 -0.2125 0.2870
H 4.310 -4.851 -7.432 0.1997 -0.2139 0.4012 0.2703
H 1.410 -5.167 -7.222 0.0137 -0.0592 -0.5307 0.2540
H 2.438 -4.110 -8.288 -0.7316 0.1823 0.0727 0.2513
O -3.627 -6.801 0.808 -0.9490 3.4549 0.1846 -0.5834
C -4.150 -5.682 0.840 -0.9088 -1.7893 -0.8596 0.5187
O -3.527 -4.492 0.984 1.3586 -0.9067 0.8777 -0.3415
C -4.386 -3.345 1.087 -0.3182 -0.6423 -1.2570 -0.3247
C -5.804 -3.907 1.201 0.0331 -0.9010 0.0006 -0.4810
C -5.672 -5.348 0.660 0.5763 -0.0355 0.9814 -0.4049
H -4.235 -2.890 0.108 -0.2296 0.6580 0.1444 0.2101
H -4.048 -2.685 1.886 -0.0357 -0.2565 -0.0108 0.2999
H -6.561 -3.369 0.631 0.1632 0.2838 0.3331 0.2879
H -6.096 -4.041 2.242 -0.0949 0.5977 0.0050 0.2768
H -6.049 -5.454 -0.358 0.4152 -0.2008 -0.0317 0.2851
H -6.229 -6.009 1.323 -0.0246 -0.2352 -0.3706 0.2566
```
Positions in Å, forces in eV/Å.

Results
Energy relative to the best compared isomer or geometry (same formula, charge and spin): 0.0 kJ/mol
Total charge: +1
Molecular weight: 616.06 Da
Frontier orbital gap: 2.57 eV
Multiplicity: 1

***

Listing LUMO level for the structures above in their given order: 0.52 -8.18 eV.